Entry from OMol25: 6 unconnected molecules or ions with the total composition C44H27ClFNO14S in a non-equilibrium geometry (ωB97M-V/def2-TZVPD).

Last column: Löwdin charge in e.
Positions of all 89 atoms, in Å:
N 1.83 -0.87 -1.13  0.134
C 1.67 0.50 -1.29  -0.243
C 2.70 1.31 -1.76  0.011
C 2.54 2.65 -1.96  -0.248
S 3.82 3.70 -2.60  0.677
O 4.95 3.79 -1.72  -0.257
O 3.27 4.95 -2.97  -0.241
F 4.31 2.94 -3.91  -0.150
C 1.33 3.29 -1.68  0.015
C 0.30 2.51 -1.22  -0.069
C 0.45 1.14 -1.01  -0.019
C -0.77 0.38 -0.51  -0.243
O -0.72 -0.46 0.36  0.107
C -2.05 0.81 -1.18  -0.097
C -2.98 -0.11 -1.57  -0.020
C -4.11 0.38 -2.22  -0.602
Cl -5.32 -0.74 -2.81  0.736
C -4.28 1.74 -2.42  -0.082
C -3.35 2.68 -2.01  0.008
C -2.21 2.22 -1.39  -0.090
C -1.08 3.10 -0.93  -0.256
O -1.24 4.16 -0.37  0.142
H 2.64 -1.13 -0.57  0.110
H 0.99 -1.34 -0.82  0.081
H 3.64 0.81 -2.01  0.140
H 1.18 4.35 -1.84  0.136
H -2.83 -1.17 -1.38  0.127
H -5.19 2.02 -2.95  0.111
H -3.51 3.74 -2.20  0.133
O 0.86 0.90 5.57  0.106
C -0.29 0.68 5.24  -0.383
C -0.63 0.27 3.86  0.022
C -1.89 0.04 3.49  0.021
C -3.01 0.17 4.46  -0.385
O -4.15 -0.04 4.13  0.104
C -2.67 0.58 5.85  0.023
C -1.41 0.81 6.21  0.022
H 0.20 0.18 3.16  0.117
H -2.15 -0.26 2.49  0.106
H -3.49 0.67 6.54  0.121
H -1.14 1.11 7.22  0.101
O -1.53 -4.25 10.92  0.111
C -1.56 -3.08 10.62  -0.387
C -0.31 -2.32 10.34  0.023
C -0.35 -1.04 10.00  0.023
C -1.63 -0.30 9.90  -0.387
O -1.66 0.87 9.60  0.090
C -2.88 -1.06 10.18  0.020
C -2.84 -2.35 10.51  0.022
H 0.62 -2.88 10.41  0.123
H 0.55 -0.47 9.79  0.125
H -3.80 -0.51 10.10  0.122
H -3.74 -2.92 10.72  0.123
O 7.79 0.06 -1.52  0.099
C 8.34 0.81 -2.30  -0.384
C 9.58 0.40 -3.01  0.017
C 10.18 1.21 -3.87  0.019
C 9.65 2.57 -4.14  -0.387
O 10.20 3.31 -4.93  0.107
C 8.42 2.98 -3.43  0.029
C 7.81 2.16 -2.57  0.023
H 9.95 -0.60 -2.80  0.121
H 11.08 0.93 -4.40  0.121
H 8.04 3.97 -3.65  0.125
H 6.90 2.45 -2.06  0.093
O -4.56 -3.31 -2.08  0.008
C -5.37 -4.21 -2.11  -0.393
C -5.84 -4.87 -0.87  0.025
C -6.73 -5.86 -0.90  0.022
C -7.29 -6.34 -2.18  -0.387
O -8.10 -7.24 -2.21  0.109
C -6.83 -5.68 -3.43  0.022
C -5.94 -4.69 -3.39  0.022
H -5.41 -4.50 0.06  0.123
H -7.08 -6.35 0.00  0.123
H -7.25 -6.05 -4.35  0.122
H -5.59 -4.20 -4.29  0.122
O -1.15 1.04 -4.09  0.114
C -0.21 0.98 -4.84  -0.368
C 0.01 2.01 -5.89  0.026
C 1.05 1.94 -6.72  0.027
C 2.04 0.83 -6.63  -0.386
O 2.98 0.77 -7.38  0.114
C 1.82 -0.20 -5.58  0.027
C 0.78 -0.13 -4.76  0.019
H -0.72 2.81 -5.94  0.123
H 1.23 2.68 -7.48  0.124
H 2.55 -1.00 -5.54  0.125
H 0.60 -0.87 -3.99  0.117

Its SMILES is Nc1cc(S(=O)(=O)F)cc2c1C(=O)c1cc(Cl)ccc1C2=O.O=C1C=CC(=O)C=C1.O=C1C=CC(=O)C=C1.O=C1C=CC(=O)C=C1.O=C1C=CC(=O)C=C1.O=C1C=CC(=O)C=C1. The calculation puts the calculated total energy at -3759.10071 a.u. The HOMO energy is -9.64 eV. The spin multiplicity is 1. The frontier orbital gap is 7.816 eV.